ORCA calculation (ωB97M-V/def2-TZVPD) on a structure of composition C53H50GeN8OReSi.

Atoms and positions in Å:
Re (0.4792, 1.0843, -0.7344)
C (5.2615, 3.4208, -2.4039)
N (4.3968, 2.2465, -2.1993)
C (5.0584, 0.9371, -2.1415)
C (3.1177, 2.3675, -1.8776)
N (2.3632, 1.3152, -1.5211)
N (2.6047, 3.6387, -1.9065)
C (1.2727, 3.9887, -1.9241)
N (1.0095, 5.2538, -2.2481)
N (0.3770, 3.0998, -1.6190)
H (6.2202, 3.0743, -2.7722)
H (5.4188, 3.9609, -1.4691)
H (4.8647, 4.0845, -3.1741)
H (5.9856, 1.0040, -2.7008)
H (4.4443, 0.1820, -2.6259)
H (5.2866, 0.6522, -1.1125)
H (2.8740, 0.4511, -1.6469)
H (3.2598, 4.3663, -2.1444)
H (1.7178, 5.9021, -2.5525)
H (0.0555, 5.5748, -2.3033)
H (-0.5761, 3.4332, -1.7339)
O (-1.3134, 1.4029, -0.8854)
Si (-2.8495, 0.7449, -1.2948)
C (-2.4429, -0.3809, -2.7128)
C (-1.3251, -0.1803, -3.5273)
C (-1.0913, -0.9580, -4.6530)
C (-1.9939, -1.9564, -4.9918)
C (-3.1124, -2.1750, -4.1988)
C (-3.3303, -1.4002, -3.0699)
C (-3.5046, -0.0444, 0.2496)
C (-4.8525, -0.4060, 0.3283)
C (-5.3783, -0.9621, 1.4854)
C (-4.5695, -1.1529, 2.5966)
C (-3.2308, -0.7868, 2.5458)
C (-2.7098, -0.2382, 1.3832)
C (-3.8803, 2.1807, -1.8330)
C (-5.0951, 1.9652, -2.4912)
C (-5.8876, 3.0273, -2.8973)
C (-5.4824, 4.3327, -2.6562)
C (-4.2816, 4.5725, -2.0041)
C (-3.4957, 3.5036, -1.5992)
H (-0.6346, 0.6440, -3.3363)
H (-0.2271, -0.7695, -5.2775)
H (-1.8351, -2.5541, -5.8802)
H (-3.8153, -2.9551, -4.4596)
H (-4.2033, -1.6039, -2.4578)
H (-5.5163, -0.2445, -0.5142)
H (-6.4237, -1.2390, 1.5224)
H (-4.9851, -1.5740, 3.5025)
H (-2.5997, -0.9266, 3.4149)
H (-1.6582, 0.0324, 1.3646)
H (-5.4266, 0.9572, -2.7208)
H (-6.8231, 2.8377, -3.4063)
H (-6.1023, 5.1599, -2.9747)
H (-3.9726, 5.5900, -1.8020)
H (-2.5796, 3.7102, -1.0509)
N (1.6714, 0.8993, 6.3242)
C (1.4973, 1.4801, 7.5441)
C (1.8592, 1.0831, 8.8362)
C (1.5164, 1.9478, 9.8423)
C (0.8339, 3.1763, 9.6044)
C (0.4804, 3.5655, 8.3470)
C (0.8203, 2.6979, 7.2850)
N (0.5997, 2.8362, 5.9606)
C (1.1140, 1.7509, 5.3929)
C (1.0617, 1.5474, 3.9916)
C (1.5821, 0.4113, 3.3277)
C (1.4453, 0.2786, 1.9823)
N (0.8357, 1.2364, 1.2134)
C (0.3413, 2.3570, 1.8469)
C (0.4354, 2.5328, 3.1851)
H (2.1246, 0.0168, 6.1594)
H (2.3759, 0.1546, 9.0351)
H (1.7723, 1.6927, 10.8621)
H (0.5963, 3.8055, 10.4508)
H (-0.0388, 4.4934, 8.1532)
H (2.0824, -0.3858, 3.8606)
H (1.8064, -0.5988, 1.4650)
H (-0.1549, 3.0827, 1.2158)
H (0.0247, 3.4158, 3.6533)
C (0.5860, -0.6418, -0.8766)
Ge (0.7455, -2.6403, -1.2895)
C (-1.0134, -3.4060, -1.3830)
C (-1.9314, -3.0732, -0.3888)
C (-3.1594, -3.7102, -0.3145)
C (-3.4759, -4.7050, -1.2307)
C (-2.5647, -5.0539, -2.2166)
C (-1.3390, -4.4066, -2.2974)
C (1.9367, -2.6441, -2.8143)
C (3.2520, -2.2177, -2.6060)
C (4.1993, -2.2982, -3.6180)
C (3.8377, -2.7963, -4.8632)
C (2.5352, -3.2135, -5.0863)
C (1.5922, -3.1421, -4.0690)
C (1.6873, -3.2304, 0.3082)
C (1.1107, -3.0705, 1.5718)
C (1.7314, -3.5804, 2.7024)
C (2.9362, -4.2633, 2.5845)
C (3.5135, -4.4374, 1.3359)
C (2.8943, -3.9223, 0.2033)
H (-1.7011, -2.3085, 0.3420)
H (-3.8606, -3.4379, 0.4639)
H (-4.4271, -5.2171, -1.1679)
H (-2.8025, -5.8398, -2.9214)
H (-0.6402, -4.7177, -3.0626)
H (3.5630, -1.9103, -1.6072)
H (5.2293, -2.0164, -3.4375)
H (4.5759, -2.8785, -5.6498)
H (2.2533, -3.6107, -6.0525)
H (0.5810, -3.4658, -4.2749)
H (0.1483, -2.5781, 1.6802)
H (1.2599, -3.4789, 3.6723)
H (3.4114, -4.6805, 3.4625)
H (4.4390, -4.9897, 1.2397)
H (3.3505, -4.0858, -0.7651)

Calculated values
Charge ... +3
DFT total energy ... -5006.877740 hartree
HOMO-LUMO gap ... 5.02 eV
HOMO level ... -14.67 eV
Max |F| ... 0.59 eV/A
Multiplicity ... 1
ΔE to the lowest compared entry with this formula, charge and spin ... 0.0 kJ/mol

ORCA calculation (ωB97M-V/def2-TZVPD) on a cluster of 8 separate species, C53H50O18S in total in a non-equilibrium geometry.

Atoms and positions in Å:
C (3.6663, 3.1456, 2.7816)
C (3.4789, 3.1098, 1.4408)
O (3.6270, 1.9368, 0.7102)
S (2.2320, 1.3202, 0.0070)
O (1.1576, 1.9891, 0.7035)
O (2.4957, -0.1273, 0.6496)
C (1.4158, -1.0838, 0.4059)
C (0.9970, -1.6933, 1.7229)
C (0.1178, -0.8170, 2.6238)
C (-1.3815, -1.1545, 2.5473)
C (-2.2995, 0.0011, 2.9505)
C (-2.5060, 1.1405, 1.9165)
C (-1.9764, 0.8619, 0.5150)
C (-2.0824, 2.0639, -0.3980)
O (-3.4385, 2.3778, -0.6824)
C (-3.8175, 3.7020, -0.3794)
H (3.0027, 2.6795, 3.5031)
H (4.4776, 3.7669, 3.1534)
H (3.1476, 3.9638, 0.8576)
H (1.8313, -1.8627, -0.2345)
H (0.5981, -0.6187, -0.1451)
H (0.5297, -2.6658, 1.5598)
H (1.9349, -1.8999, 2.2414)
H (0.4452, -0.9696, 3.6560)
H (0.2858, 0.2439, 2.4208)
H (-1.5612, -1.9645, 3.2613)
H (-1.6218, -1.5553, 1.5610)
H (-1.9211, 0.4219, 3.8848)
H (-3.2814, -0.4245, 3.1708)
H (-2.0156, 2.0432, 2.2901)
H (-3.5742, 1.3517, 1.8449)
H (-2.4722, 0.0036, 0.0598)
H (-0.9131, 0.6434, 0.5890)
H (-1.5412, 2.9141, 0.0278)
H (-1.5807, 1.8276, -1.3450)
H (-3.3725, 4.0394, 0.5606)
H (-3.5381, 4.3879, -1.1856)
H (-4.9002, 3.7133, -0.2626)
C (-2.8363, -4.0810, -0.5591)
C (-3.1950, -5.2101, -1.1643)
C (-2.4424, -5.7248, -2.3382)
O (-2.7782, -6.7452, -2.9025)
C (-1.2721, -4.9382, -2.7993)
C (-0.9121, -3.8152, -2.1890)
C (-1.6688, -3.2987, -1.0318)
O (-1.3573, -2.2527, -0.4947)
H (-3.3714, -3.6885, 0.2937)
H (-4.0419, -5.8002, -0.8407)
H (-0.7405, -5.3194, -3.6611)
H (-0.0711, -3.2173, -2.5180)
C (3.3218, 3.4339, 6.6137)
C (4.4600, 3.4253, 7.3023)
C (5.4515, 4.5236, 7.1608)
O (6.4917, 4.5189, 7.7816)
C (5.1198, 5.6308, 6.2262)
C (3.9807, 5.6373, 5.5398)
C (2.9916, 4.5374, 5.6812)
O (1.9557, 4.5481, 5.0518)
H (2.5851, 2.6439, 6.6961)
H (4.7224, 2.6275, 7.9829)
H (5.8579, 6.4183, 6.1411)
H (3.7158, 6.4278, 4.8491)
C (4.8589, 0.1846, 4.6123)
C (4.4177, -0.6571, 3.6812)
C (4.1285, -2.0759, 4.0125)
O (3.7262, -2.8485, 3.1685)
C (4.3429, -2.5197, 5.4138)
C (4.7855, -1.6769, 6.3414)
C (5.0774, -0.2589, 6.0116)
O (5.4726, 0.5119, 6.8610)
H (5.0720, 1.2241, 4.3979)
H (4.2429, -0.3548, 2.6547)
H (4.1205, -3.5581, 5.6245)
H (4.9523, -1.9722, 7.3695)
C (6.1768, 7.4366, -1.9393)
C (5.4771, 7.3662, -0.8108)
C (5.2906, 6.0752, -0.1014)
O (4.6498, 6.0087, 0.9261)
C (5.9139, 4.8653, -0.6969)
C (6.6132, 4.9366, -1.8258)
C (6.8013, 6.2275, -2.5366)
O (7.4396, 6.2932, -3.5639)
H (6.3278, 8.3641, -2.4768)
H (5.0123, 8.2313, -0.3554)
H (5.7615, 3.9367, -0.1607)
H (7.0766, 4.0707, -2.2814)
C (-8.6613, -4.4836, -0.2171)
C (-7.5911, -4.9744, 0.4010)
C (-6.3160, -4.2166, 0.4495)
O (-5.3396, -4.6713, 1.0110)
C (-6.2783, -2.8881, -0.2132)
C (-7.3484, -2.3965, -0.8310)
C (-8.6255, -3.1550, -0.8826)
O (-9.6003, -2.7077, -1.4440)
H (-9.6024, -5.0160, -0.2681)
H (-7.5908, -5.9384, 0.8935)
H (-5.3410, -2.3482, -0.1632)
H (-7.3468, -1.4311, -1.3208)
C (-3.5583, -3.1751, -6.8646)
C (-4.1657, -3.4918, -8.0032)
C (-4.8324, -4.8108, -8.1600)
O (-5.3909, -5.1175, -9.1898)
C (-4.7886, -5.7486, -7.0023)
C (-4.1765, -5.4274, -5.8649)
C (-3.5192, -4.1101, -5.7209)
O (-2.9462, -3.7677, -4.7026)
H (-3.0546, -2.2347, -6.7008)
H (-4.2047, -2.8262, -8.8558)
H (-5.2810, -6.7018, -7.1474)
H (-4.1260, -6.0959, -5.0138)
C (-0.7339, 0.1617, -4.1485)
C (-1.1020, -0.7540, -5.0410)
C (-0.3714, -0.9145, -6.3263)
O (-0.7013, -1.7579, -7.1357)
C (0.7871, -0.0199, -6.5749)
C (1.1537, 0.8963, -5.6831)
C (0.4231, 1.0599, -4.3982)
O (0.7626, 1.8905, -3.5846)
H (-1.2478, 0.2962, -3.2040)
H (-1.9333, -1.4281, -4.8694)
H (1.3046, -0.1612, -7.5152)
H (1.9936, 1.5611, -5.8402)

Calculated values
Charge ... 0
DFT total energy ... -3801.715331 hartree
HOMO-LUMO gap ... 6.50 eV
HOMO level ... -8.27 eV
Max |F| ... 1.90 eV/A
Multiplicity ... 1
ΔE to the lowest compared entry with this formula, charge and spin ... 0.0 kJ/mol